69
Properties=species:S:1:pos:R:3:forces:R:3:nbo_charge:R:1 method="wB97M-V/def2-TZVPD" charge=+1 orbital_gap_ev=7.1 lumo_energy_ha=-0.12412
C -4.0640 1.5624 -0.2999 0.0310 -0.0077 -0.0001 -0.1287
H 3.0195 -3.3733 2.9233 -0.0284 0.0095 -0.0056 0.2383
C 2.1561 -2.4267 1.2111 0.1369 0.0613 0.0102 0.2467
C -0.2114 1.8772 -2.7208 -0.1699 0.1367 0.3275 0.8154
H -6.5322 0.0824 -2.0780 0.0030 0.0016 0.0017 0.2260
C -4.4438 -0.3625 -2.2692 -0.0223 0.0214 0.0104 -0.2007
C -1.7128 -2.0434 0.7575 -0.0123 0.0074 0.1034 -0.2822
C 3.7400 0.9593 -1.6148 0.0481 0.0104 -0.2155 -0.1505
H -2.3146 -0.5981 -2.2529 0.0073 -0.0091 0.0136 0.2350
C 5.4491 2.7909 -0.4588 -0.0438 -0.0200 0.0177 -0.1768
C 3.6074 -1.7123 -2.0538 -0.1182 0.1160 0.0162 -0.5692
H 5.1549 0.8668 -3.2287 0.0030 0.0073 0.0055 0.2272
H -2.6464 0.4365 2.0628 -0.0189 0.0249 0.0291 0.2185
C 3.3872 1.5384 -0.4098 0.1017 -0.0253 0.0847 -0.2209
H 6.7003 2.4882 -2.1823 -0.0026 0.0045 0.0106 0.2315
C -2.8121 -2.1661 1.5979 0.0338 -0.0005 0.0325 -0.1423
C 0.7651 -2.5460 1.7208 -0.1130 0.0962 0.0992 -0.5585
C -0.8211 3.2522 1.6211 0.0534 -0.0445 0.0115 -0.1145
S -0.2840 -2.4529 -1.5863 0.0000 0.0286 0.1118 -0.0465
H -2.8093 -1.6828 2.5677 0.0023 -0.0295 -0.0067 0.2167
H 0.7347 -2.6863 2.7988 0.0222 -0.0035 0.0044 0.2540
H 0.1113 3.1243 -1.0399 -0.0065 0.0067 -0.0076 0.2768
C -5.5326 0.3072 -1.7297 0.0231 -0.0206 -0.0118 -0.1749
S 1.8465 1.1782 0.3925 0.2451 0.3736 0.1407 -0.0134
H 5.5572 -2.6858 -0.4543 -0.0081 0.0061 -0.0064 0.2396
H 3.1429 -2.5069 -2.6423 0.0159 -0.0395 0.0170 0.2677
C 4.2611 2.4581 0.1701 -0.0379 -0.0215 0.0179 -0.1984
C -0.9277 3.7817 2.8997 0.0060 0.0153 -0.0090 -0.2204
H -2.8091 1.3657 4.3403 -0.0030 -0.0016 -0.0042 0.2236
H -3.9187 2.3154 0.4636 -0.0297 0.0116 0.0022 0.2167
O -0.0064 2.4112 -3.7659 -0.0568 -0.1176 -0.0315 -0.5208
C -2.2436 1.8906 3.5817 0.0050 -0.0190 -0.0441 -0.1983
H 0.3000 -3.4043 1.2341 0.0172 -0.0389 0.0174 0.2732
H -1.7165 3.5192 4.8745 0.0001 0.0018 -0.0028 0.2277
C 4.4561 -3.0404 1.3599 -0.0061 -0.0153 0.0200 -0.1085
H -4.5914 -1.1071 -3.0403 0.0096 0.0014 0.0012 0.2262
H 5.2931 -3.4549 1.9056 -0.0057 0.0091 0.0012 0.2403
C -1.4204 2.0337 1.3154 -0.0231 -0.0432 -0.0303 -0.4220
H -6.1917 1.7978 -0.3347 0.0125 0.0068 0.0087 0.2264
H 6.1146 3.5102 -0.0007 -0.0014 0.0002 0.0021 0.2300
S -0.2858 -1.1221 1.2946 -0.0448 -0.1731 -0.1014 0.4990
N 2.3302 -1.8857 -0.0046 -0.0813 0.1810 -0.0034 -0.4494
C -5.3422 1.2705 -0.7482 0.0000 0.0054 -0.0021 -0.2218
O 0.0188 0.5676 -2.4942 0.5582 0.2852 -0.0716 -0.7340
C 3.5254 -2.0474 -0.5994 -0.0711 -0.0989 -0.0098 0.2407
C 4.6094 -2.6010 0.0584 0.0225 -0.0049 -0.0247 -0.2345
C -1.6329 3.1019 3.8798 0.0008 -0.0055 0.0094 -0.1784
C -1.6601 -2.6610 -0.4868 -0.1102 -0.0763 -0.1611 -0.1582
H 4.6335 -1.5776 -2.3877 0.0018 -0.0159 -0.0001 0.2544
C -2.9678 0.8820 -0.8316 0.0106 -0.0889 -0.0715 -0.4259
C -3.9003 -2.9199 1.1905 0.0131 -0.0146 -0.0401 -0.2330
P -1.2744 1.2754 -0.3252 -0.0273 0.0034 0.0749 1.1631
C -2.7482 -3.4457 -0.8642 0.0311 -0.0116 -0.0466 -0.2119
H -0.2661 3.7952 0.8698 0.0099 0.0327 0.0270 0.2097
H -4.7002 -4.1597 -0.3666 0.0004 0.0051 -0.0022 0.2299
C -0.7321 2.5873 -1.4757 -0.0146 -0.1493 -0.0237 -0.8528
C 3.1987 -2.9818 1.9319 0.0931 -0.0393 0.0064 -0.2331
W 0.6803 -0.3678 -0.8839 -0.3734 -0.2781 -0.0665 0.4866
H -1.5204 3.2945 -1.7248 -0.0134 -0.0024 -0.0298 0.2775
C 5.7825 2.2153 -1.6796 0.0277 0.0056 -0.0237 -0.2069
H -2.7213 -3.9420 -1.8265 -0.0345 -0.0092 0.0151 0.2335
C -3.8581 -3.5631 -0.0412 0.0434 0.0226 0.0092 -0.1658
C -2.1383 1.3604 2.3070 -0.0446 0.0971 -0.0461 -0.1924
H -0.4621 4.7315 3.1261 0.0019 -0.0018 -0.0055 0.2276
C 4.9221 1.3030 -2.2642 -0.0562 -0.0395 0.0353 -0.2127
H 3.9899 2.9094 1.1164 0.0299 0.0143 -0.0054 0.2296
C -3.1618 -0.0789 -1.8225 -0.0496 0.0091 -0.0211 -0.1808
S 2.6600 -0.2259 -2.4139 0.0062 -0.1472 -0.1584 0.4995
H -4.7662 -3.0119 1.8313 0.0006 -0.0066 -0.0050 0.2305

78
Properties=species:S:1:pos:R:3:forces:R:3:mulliken_charge:R:1 method="wB97M-V/def2-TZVPD" charge=-2 orbital_gap_ev=3.3 lumo_energy_ha=0.09424
Sb -6.3349 1.0157 -1.7030 0.6808 0.1661 -0.2921 0.5503
H -3.9699 0.2590 2.5051 -0.0211 -0.0253 -0.0257 0.5143
Se -4.1181 0.5123 -2.9792 -0.7655 0.0603 -0.1873 -0.2406
C 1.7987 0.9625 -6.9440 0.0918 -0.0719 0.0765 -0.5414
H 4.9921 -5.8174 8.4509 0.0013 0.0026 -0.0058 0.3328
C -2.1010 3.4241 0.1317 0.0259 0.0698 -0.0837 -0.4803
N -1.8614 -0.3025 -0.0136 -0.0819 -0.0024 -0.2607 0.4165
C -0.8182 -0.8033 0.6485 -0.0353 0.0616 0.2256 -0.8868
C 5.2526 -4.8377 8.8618 -0.0062 -0.0112 -0.0009 -0.8393
C 4.0842 -4.0907 6.4346 0.0036 0.0063 0.0028 -0.4795
C 1.2855 -1.5541 -2.2176 0.0851 0.1511 0.0355 -0.3525
Se -6.7575 -0.8429 -0.1585 -0.0075 0.1367 0.0345 -0.7680
H 3.4262 -2.6305 0.1562 -0.0213 -0.0549 -0.0043 0.3579
C 0.2026 2.2325 -0.6145 0.0800 -0.0292 -0.0530 -0.4359
H 5.5506 -4.9531 9.9006 -0.0061 -0.0055 0.0019 0.2392
H 2.2154 -2.3515 8.6465 -0.0087 -0.0068 0.0003 0.4126
H 2.8015 0.6472 -5.0926 0.0503 0.0863 0.0761 0.2433
N 0.2926 -1.0981 -1.4815 -0.2340 -0.1198 -0.0766 -0.1103
C 0.3369 -1.5006 2.6718 0.0417 -0.0228 -0.1322 0.7102
C -1.9846 -0.5431 2.7324 -0.0649 0.0446 -0.0185 -0.3167
C 0.3389 -1.2231 -0.1439 0.1541 -0.1025 0.0340 -0.3154
C 1.4162 -1.8925 1.9147 -0.0836 0.0481 0.0414 0.0791
C -2.4077 3.6748 -6.2746 -0.0169 -0.0114 -0.0179 -0.4034
Se -5.7449 3.1463 -0.5140 -0.0327 -0.1767 -0.0600 -0.7509
H -2.0106 -0.6408 3.8106 -0.0230 -0.0047 -0.0018 0.5175
H 3.2459 -2.7452 2.6149 0.0048 0.0080 -0.0039 0.2197
N 0.7818 1.1011 -4.7883 -0.4183 -0.1667 -0.5002 0.1400
Se -7.8705 1.4354 -3.5789 0.0955 -0.0668 0.2894 -0.8027
C 1.4690 -1.7822 0.4921 0.0462 -0.0483 -0.0318 0.9130
H 0.7239 2.1125 1.4640 -0.0070 -0.0111 -0.0077 0.4445
S 0.7963 -0.5480 -6.7859 -0.1412 0.0285 0.0386 -0.1794
H -1.4712 3.1614 2.1461 0.0075 0.0141 -0.0073 0.4282
H 6.0871 -4.4199 8.2916 0.0021 0.0044 0.0058 0.3371
H -2.3036 3.6306 -7.3514 -0.0012 0.0184 0.0066 0.3539
C 2.5572 -2.7137 7.6859 -0.0013 0.0089 -0.0111 -0.5259
S -1.6637 0.1312 -5.0932 0.0688 -0.5387 -0.2206 -0.2405
C -3.7233 3.6379 -4.2829 -0.0152 -0.0162 -0.0040 -0.1737
H 1.0929 1.7074 -0.9564 0.0127 0.0365 0.0027 0.4425
C -0.0771 0.2200 -5.4211 0.2656 0.7617 -0.0220 0.1169
N 2.3175 -2.4216 2.8128 0.0214 -0.0065 0.0230 -0.1466
C 3.6235 -3.6118 7.6525 -0.0063 -0.0239 0.0136 0.9972
H -0.3109 3.9096 -5.9148 -0.0011 -0.0514 0.0081 0.4199
C 1.7504 -2.3139 4.0536 -0.0164 0.0289 -0.0583 0.3526
N -1.3284 3.8033 -4.1290 0.0495 -0.0495 -0.0659 -0.4136
N 0.5606 -1.7678 4.0026 0.0202 0.0211 0.0496 -0.7979
C -0.0030 2.4402 0.7311 -0.0472 -0.0189 -0.0129 -0.8146
N -0.6407 2.6041 -1.5812 0.2323 0.0051 -0.1517 -0.1244
H 4.8976 -4.7992 6.3803 0.0017 0.0028 -0.0004 0.3742
H 1.2080 1.7190 -7.4620 0.0331 0.0185 -0.0086 0.2717
H 3.2285 -2.4761 -2.3202 0.0141 0.0155 0.0060 0.4177
H 2.3784 2.3503 -5.3252 -0.0874 0.0456 -0.0998 0.3578
C -2.9527 0.0548 0.6277 0.0470 0.0201 -0.0988 0.3234
C -0.8282 -0.9412 2.0442 -0.0108 -0.0223 -0.0174 1.3005
H -3.0712 3.8365 0.3721 -0.0282 0.0168 0.0090 0.3255
C 2.0383 1.3276 -5.4871 0.0885 -0.1364 0.1560 -0.6573
H 1.1747 -1.4431 -3.2911 -0.0020 0.0028 -0.0061 0.3463
C 2.5334 -2.2200 -0.3032 0.0043 0.0382 -0.0277 -0.3996
C -3.0525 -0.0514 2.0239 0.0249 0.0210 0.1218 -1.0861
H -4.5695 3.4609 -6.2178 0.0157 0.0672 -0.0351 0.4272
C -3.6574 3.5983 -5.6511 0.0425 -0.0144 0.0428 -0.6394
C 1.9626 -2.2991 6.5149 -0.0004 0.0007 0.0001 -0.5762
C -1.7538 3.2380 -1.2277 0.1066 -0.1289 0.2104 0.4932
C -1.2984 3.7957 -5.4678 -0.0323 0.0585 -0.0387 -0.3728
H -3.6013 3.7474 -1.8168 0.0046 -0.1708 -0.0532 -0.0594
C 3.4735 -3.6644 5.2594 -0.0044 0.0224 -0.0118 -0.8445
C 2.4384 -2.1246 -1.6709 -0.0028 0.0095 0.0122 -1.0417
C -2.5213 3.6987 -3.5502 -0.0338 -0.0254 0.1013 0.3644
O 4.1419 -3.9670 8.8637 0.0264 0.0296 -0.0012 -0.4609
H 2.7183 0.7640 -7.4920 -0.0040 -0.0265 0.0027 0.4060
H 1.1336 -1.6047 6.5304 -0.0058 -0.0044 -0.0023 0.4661
H 0.2707 1.8998 -4.4164 0.1722 0.0580 0.4265 0.0032
C -1.2152 3.0322 1.1006 -0.0166 -0.0528 0.0365 -0.4336
N -2.6342 3.7054 -2.1685 -0.2416 0.1164 -0.0462 0.0542
C 2.4158 -2.7672 5.2777 0.0169 -0.0285 0.0322 -0.0320
H -4.6718 3.5757 -3.7630 0.0253 -0.1128 0.0406 0.3640
H -3.7743 0.4329 0.0230 0.0267 -0.0036 0.0454 -0.4902
Ag -1.7404 -0.1713 -2.4996 -0.1480 0.0698 0.5548 0.1283
H 3.8299 -4.0711 4.3203 -0.0097 -0.0124 0.0009 0.2713

73
Properties=species:S:1:pos:R:3:forces:R:3:mulliken_charge:R:1 method="wB97M-V/def2-TZVPD" charge=+1 orbital_gap_ev="6.1 / 6.1" lumo_energy_ha="-0.15404 / -0.15406"
C 3.4699 1.9414 -1.6111 0.0336 0.0018 -0.0167 -0.3584
C -3.1814 2.1522 -2.9260 -0.0305 -0.0093 0.0295 -0.6822
C -2.0755 2.2805 2.7002 0.0344 0.1293 -0.1112 -0.9207
H 6.3650 -1.8648 0.3315 0.0079 -0.0064 -0.0031 0.4642
Si 0.6334 1.8741 -1.3265 0.1241 -0.4085 0.1066 1.7030
H 5.6019 2.0429 -1.7834 0.0126 -0.0011 -0.0067 0.5022
N -1.9016 -0.0812 2.9939 -0.0835 -0.3099 -0.0619 -0.5141
C 4.6552 -0.9451 1.2356 -0.0395 0.0060 0.0276 -0.8832
H 0.9935 -4.3661 -0.1539 0.0029 0.0012 0.0093 0.4426
H 5.1092 -0.7441 2.1945 0.0328 -0.0098 -0.0155 0.5158
H 2.3636 2.7252 1.0589 -0.0067 -0.0297 0.0655 0.1890
C -1.6411 3.0135 -4.5567 -0.0060 0.0004 0.0158 -0.7950
H 5.1804 -2.2957 -1.8315 0.0275 -0.0096 0.0172 0.5174
H 2.5166 4.8189 2.3150 0.0018 -0.0063 0.0043 0.4592
H -4.1946 1.9249 -2.6211 -0.0071 -0.0002 -0.0101 0.4327
Br 2.2556 0.2465 2.3018 0.0625 0.0238 -0.0038 -0.0640
C -0.5827 2.7216 -3.7061 -0.0324 0.0322 0.0158 -0.2191
C -2.0004 -5.6233 -1.1502 0.0298 -0.0119 -0.0196 1.1558
H 5.6451 0.9570 -4.0094 0.0001 -0.0011 -0.0071 0.4303
C 4.6815 -1.8110 -1.0054 -0.0126 0.0196 0.0315 -1.0836
C -1.3224 2.1833 1.5504 -0.0678 -0.0205 0.0034 0.0408
O -0.8048 -2.7952 3.0363 0.0235 -0.0129 0.0282 -0.6704
C -0.0755 -4.5175 -0.2050 -0.0111 -0.0041 -0.0726 -0.1482
C 1.0048 5.8111 1.1618 -0.0190 0.0154 -0.0141 -0.6159
H -0.6855 4.4407 -1.4244 -0.0269 0.0315 -0.0173 0.4029
C -2.2961 -3.9535 0.5673 -0.0134 -0.0394 -0.0517 -0.6138
C 0.8262 3.4170 -0.2819 -0.0185 -0.0511 -0.0766 0.2349
C 0.0238 4.5169 -0.6110 0.1108 0.0311 0.0588 -0.2041
C -2.3165 1.1099 3.4020 -0.0624 -0.1189 0.1315 -0.4602
C -0.9165 -3.7750 0.6122 0.0230 0.0573 0.1921 -0.2260
N -0.7695 -1.1503 1.1237 -0.2332 -0.3738 0.6711 0.1728
C 1.8150 4.7339 1.4951 0.0257 -0.0418 0.0057 -1.0783
C -2.9409 2.7288 -4.1667 0.0353 0.0006 -0.0052 -0.5963
C 0.1157 5.7048 0.1027 0.0098 -0.0107 0.0049 -0.8267
H 2.7867 -1.5879 -2.0435 0.0106 0.0078 -0.0412 0.5423
H -3.9062 -5.0065 -0.3533 -0.0033 -0.0061 -0.0021 0.3024
C 3.5113 0.7428 -4.1088 -0.0382 -0.0190 -0.0023 -0.7987
H 1.0709 6.7329 1.7245 0.0039 0.0048 0.0004 0.4078
C 3.3465 -0.6032 0.9938 0.2157 0.0108 0.1092 0.4961
C -1.2490 -0.0917 1.8492 -0.1776 -0.3832 -0.1562 0.1088
H 3.5200 0.2989 -5.0960 0.0102 -0.0055 -0.0001 0.4390
H -2.3304 1.3753 -1.1289 0.0219 0.0141 -0.0262 0.2329
C -0.6119 -5.4374 -1.0800 -0.0245 0.0138 0.0310 -0.7751
S -0.2542 -2.6276 1.7332 -0.3116 0.0228 -0.0347 1.0898
C -0.8126 2.1343 -2.4603 0.0663 -0.0588 0.0284 0.1827
H -0.5106 6.5450 -0.1664 -0.0076 0.0042 -0.0062 0.4554
H -1.4472 3.4637 -5.5213 -0.0073 0.0000 -0.0073 0.4371
H -2.9406 -3.3780 1.2194 -0.0082 -0.0012 0.0089 0.4375
H 1.3850 0.6313 -3.9396 -0.0195 -0.0337 0.0301 0.4528
H -2.4499 3.2340 3.0388 0.0088 0.0127 -0.0045 0.4693
I -0.2430 -1.2440 -1.9893 -0.1479 -0.2338 -0.3740 -0.1780
O 1.1788 -2.5915 1.5423 0.1305 -0.0099 -0.0841 -0.6132
H -3.7660 2.9518 -4.8299 -0.0084 0.0060 0.0011 0.3843
C 2.2632 1.5333 -2.1901 -0.1082 0.1411 -0.0007 0.7978
N 2.7147 -0.8160 -0.1482 -0.5744 -0.1232 0.0778 0.8003
H -1.0735 3.0516 0.9639 0.0403 0.0085 -0.0030 0.4286
C 1.7275 3.5509 0.7768 -0.0928 0.1540 0.0428 0.1113
H 0.4274 2.9593 -4.0200 -0.0034 0.0082 -0.0055 0.4658
C -2.8339 -4.8637 -0.3110 -0.0254 0.0188 0.0215 -0.8076
H 3.4733 2.4534 -0.6571 0.0182 -0.0358 -0.0548 0.2944
C 5.3337 -1.5684 0.1965 -0.0395 0.0043 -0.0643 -0.3195
N -2.5348 -6.5391 -2.0043 -0.0074 -0.0172 -0.0004 -0.4743
H -3.5283 -6.6224 -2.1114 0.0128 0.0032 -0.0003 0.1881
C 3.3631 -1.4242 -1.1433 0.0093 -0.0440 -0.1310 -0.7096
C 2.3025 0.9403 -3.4555 0.0715 -0.0801 0.0155 -0.1295
H 0.0393 -6.0213 -1.7177 -0.0006 -0.0104 -0.0051 0.2891
C 4.6798 1.7214 -2.2504 0.0099 -0.0151 -0.0483 -0.8305
C -2.1259 1.8554 -2.0796 -0.0544 -0.0016 -0.0333 -0.1155
H -1.9524 -7.0382 -2.6501 -0.0112 0.0111 0.0019 0.1893
Ru 0.6763 -0.1983 0.1608 0.8322 1.5571 -0.0062 -0.1281
H -2.8667 1.1245 4.3360 -0.0039 -0.0003 0.0032 0.4517
N -0.9038 0.9869 1.1216 0.2961 0.1711 -0.2675 0.3144
C 4.7027 1.1165 -3.5015 -0.0104 0.0318 0.0620 -0.5931